--- 1 ---
DFT (the ωB97M-V functional and the def2-TZVPD basis) results for a 2-piece molecular cluster, C6H14NO overall.

Last column: Mulliken charge in e.
Cartesian coordinates (Å):
C (1.03612, 1.27143, -1.50578)  -0.299
H (0.45973, -0.31242, -3.39773)  0.233
H (-0.00741, 1.23352, 2.42675)  0.313
H (2.60930, 2.57192, -0.66264)  0.336
C (-1.12574, -0.35545, 1.54404)  0.927
O (-0.03989, -1.16853, 1.18405)  -0.627
H (-2.58179, -2.03489, 1.65837)  0.335
H (-1.85242, 1.37592, 2.48386)  0.239
H (-0.38887, -2.07219, 1.12296)  0.318
H (0.95689, 1.54977, -2.57188)  0.359
N (0.66092, -0.13385, -1.35281)  0.133
H (0.81545, -0.56466, -0.40317)  0.297
C (2.37115, 1.48271, -0.77573)  -1.103
H (0.22937, 1.86477, -0.92628)  0.249
H (-3.28913, -0.35267, 1.52624)  0.327
C (-2.42073, -1.01263, 1.20173)  -1.202
H (2.26533, 1.09133, 0.25417)  0.336
H (3.24387, 0.93751, -1.22281)  0.323
C (0.36823, -0.84915, -2.36624)  -0.143
C (-0.96576, 0.80432, 2.20977)  -0.954
H (-2.43304, -1.12200, 0.11200)  0.309
H (0.08584, -1.92808, -2.24927)  0.294

The charge is +1. The value obtained for the highest occupied orbital energy is -12.7 eV. As for the spin multiplicity: 1. The calculation puts the HOMO-LUMO gap at 7.979 eV.

--- 2 ---
DFT (the ωB97M-V functional and the def2-TZVPD basis) results for an isolated ion of composition C6H14NO and charge +1.

Last column: Mulliken charge in e.
Cartesian coordinates (Å):
H (-0.71233, 0.53487, 2.25319)  0.408
H (-1.35586, -0.88512, -1.97288)  0.449
H (-0.13017, -2.11386, -0.24088)  0.520
C (-0.07650, -1.34344, 0.40332)  -1.870
H (-1.13086, -1.51316, 0.92198)  0.379
C (-1.49569, 0.69609, 1.63799)  -1.011
H (-2.01147, 0.84237, -0.42656)  0.425
H (2.34538, -1.15909, -0.03239)  0.422
H (-0.61009, 0.59814, -2.47973)  0.463
C (-0.17425, -0.04967, -0.40991)  1.324
C (2.49590, -0.11278, -0.09167)  -1.226
C (-0.41184, -0.25348, -1.85566)  -2.023
C (1.22839, 0.64619, -0.30220)  0.577
H (-1.98148, 1.62476, 2.09198)  0.350
H (0.65166, -1.56408, 1.24607)  0.372
H (-0.73501, 1.78521, 0.04506)  0.497
H (2.96110, 0.06336, 0.90269)  0.354
N (-1.20014, 0.84106, 0.22745)  -0.065
H (3.13825, 0.27987, -0.89289)  0.336
H (-2.37152, -0.02618, 1.74159)  0.385
H (0.40879, -0.73259, -2.28937)  0.501
O (1.16775, 1.84154, -0.47719)  -0.568

The charge is +1. The value obtained for the highest occupied orbital energy is -14.2 eV. As for the spin multiplicity: 1. The calculation puts the HOMO-LUMO gap at 11.160 eV. As for the SMILES: C[NH2+]C(C)(C)C(C)=O.

Verdict on stability: 2 comes out on top.

--- 1 ---
DFT (the ωB97M-V functional and the def2-TZVPD basis) results for a 2-piece molecular cluster, C6H14NO overall.

Last column: Mulliken charge in e.
Cartesian coordinates (Å):
H (0.47071, -0.57666, -1.98012)  0.366
H (1.81528, -0.61679, 1.49109)  0.335
H (-3.23478, 0.71267, 1.62541)  0.325
H (0.76270, 0.80845, 1.42552)  0.323
H (-0.51950, -2.35561, -0.92208)  0.335
H (-3.94520, 1.77388, 0.38600)  0.374
H (0.96774, -2.67879, -0.01724)  0.368
N (0.25042, -0.68692, 0.06464)  0.221
O (-3.06521, -0.82550, -1.02989)  -0.030
C (0.98198, 1.34648, -1.18001)  -1.154
H (-0.55897, -2.43637, 0.84887)  0.371
C (-3.11094, 1.09601, 0.60606)  -0.696
H (1.54758, 1.79045, -0.36651)  0.346
H (1.45805, 1.64009, -2.11161)  0.407
C (0.02620, -2.11370, -0.01090)  -1.154
C (-3.08486, 0.03804, -0.29767)  0.739
H (0.17285, -0.70067, 2.13972)  0.368
H (-0.02893, 1.74629, -1.17494)  0.177
C (0.78271, -0.27553, 1.34425)  -1.138
H (-2.17700, 1.66748, 0.56547)  0.255
C (0.96714, -0.17444, -1.09311)  -0.434
H (2.00463, -0.54126, -1.09814)  0.296

The charge is +1. The value obtained for the highest occupied orbital energy is -11.9 eV. As for the spin multiplicity: 1. The calculation puts the HOMO-LUMO gap at 6.492 eV.

--- 2 ---
DFT (the ωB97M-V functional and the def2-TZVPD basis) results for a 3-piece molecular cluster, C6H14NO overall.

Last column: Mulliken charge in e.
Cartesian coordinates (Å):
H (0.10003, -0.66775, 2.29842)  0.397
H (-1.61755, -1.99610, -2.34847)  0.235
C (0.85770, 0.04104, 0.32997)  1.308
C (0.65571, 1.48820, 0.19519)  -0.346
H (3.16458, 0.41850, -0.23530)  0.310
H (0.56041, -1.86721, 1.13138)  0.411
O (-2.48743, -0.12012, 0.61169)  -0.636
H (2.62733, -0.80207, 0.99300)  0.302
H (1.12153, -0.08029, -1.82766)  0.311
H (-0.99895, -0.66108, 0.96614)  0.017
N (-1.30679, -1.13299, -1.90931)  -0.655
C (0.10107, -0.88369, 1.22235)  -0.659
H (-1.41438, -0.43310, -2.63404)  0.232
H (-1.88268, -1.00557, -1.07908)  0.219
C (2.40308, -0.28788, 0.06460)  -0.657
H (1.27013, 2.13198, -0.41974)  0.372
H (-3.22961, -0.47565, 1.13132)  0.263
H (-0.48556, 3.17112, 0.90161)  0.323
H (1.27412, -1.75235, -0.97712)  0.283
C (-0.39621, 2.09978, 0.79726)  -0.665
C (1.31899, -0.67008, -0.94625)  -0.540
H (-1.20815, 1.47300, 1.16747)  0.173

The charge is +1. The value obtained for the highest occupied orbital energy is -13.1 eV. As for the spin multiplicity: 1. The calculation puts the HOMO-LUMO gap at 4.272 eV.

Verdict on stability: 1 comes out on top.

--- 1 ---
DFT (the ωB97M-V functional and the def2-TZVPD basis) results for a 2-piece molecular cluster, C4H16N6 overall.

Last column: Mulliken charge in e.
Cartesian coordinates (Å):
N (-0.64603, 0.31122, 1.69796)  -0.124
C (-0.32370, -0.89431, -1.77826)  0.739
H (-2.23607, -1.79126, -1.81172)  0.239
N (-0.79547, 0.33747, -2.01130)  -0.190
C (-1.04310, -0.93118, 2.38150)  -1.096
H (0.94217, 1.54532, -1.60472)  0.378
C (0.10923, 1.42196, -2.28389)  -1.098
H (0.30085, 2.67814, 1.05300)  0.233
N (0.92899, 1.92874, 1.29984)  -0.440
H (-0.50068, 2.36329, -2.27410)  0.322
H (-1.76383, 0.40418, -2.32411)  0.292
N (-1.25766, -1.84011, -1.58177)  -0.428
H (1.56089, -0.87495, 2.84675)  0.209
H (0.35323, 1.54900, -3.34287)  0.413
H (1.78126, 2.43808, 1.48900)  0.206
H (-0.70468, -0.93487, 3.41028)  0.420
H (-0.97005, -2.80777, -1.61428)  0.237
H (1.65995, -0.69037, -2.29088)  0.248
H (-2.12652, -0.84816, 2.52295)  0.375
H (-0.91826, -1.89743, 1.86492)  0.315
C (0.63154, 0.66639, 1.69590)  0.803
H (1.28500, -2.08231, -1.36931)  0.235
H (-1.34763, 0.83639, 1.19590)  0.278
N (0.95852, -1.24513, -1.82842)  -0.377
H (2.53201, 0.35733, 2.31734)  0.228
N (1.59003, 0.00032, 2.34029)  -0.417

The charge is +2. The value obtained for the highest occupied orbital energy is -17.7 eV. As for the spin multiplicity: 1. The calculation puts the HOMO-LUMO gap at 11.663 eV.

--- 2 ---
DFT (the ωB97M-V functional and the def2-TZVPD basis) results for a 2-piece molecular cluster, C4H16N6 overall.

Last column: Mulliken charge in e.
Cartesian coordinates (Å):
H (-1.29798, -3.24303, 1.25109)  0.259
H (1.58343, 3.35871, 0.14622)  0.281
N (1.11683, -2.77081, 1.54571)  -0.316
H (0.77440, -3.07588, 2.44334)  0.231
H (3.02228, -1.53774, -0.11192)  0.371
H (2.59306, -1.57447, -1.80844)  0.322
C (0.38426, -2.64606, 0.43278)  0.732
H (-1.11913, 2.74736, -1.75581)  0.276
H (2.02588, -2.33124, 1.50728)  0.161
H (-1.48855, 2.32062, 1.68612)  0.210
H (-3.28263, 1.72300, -1.46588)  0.351
H (0.54621, -2.30536, -1.58707)  0.278
N (-0.54088, 2.48268, 1.35668)  -0.350
C (-0.29223, 2.60168, 0.05671)  0.670
H (-2.33665, 0.61323, -0.42571)  0.331
N (-0.83260, -3.23011, 0.35032)  -0.411
H (1.09728, 2.58596, -1.37373)  0.234
H (0.17292, 2.41147, 2.06105)  0.243
H (2.04589, -0.26111, -0.69916)  0.204
N (-1.28959, 2.41700, -0.81379)  -0.164
C (-2.50099, 1.63937, -0.69768)  -0.957
H (-3.15569, 1.97089, 0.18334)  0.310
N (0.92869, -2.07309, -0.64542)  -0.242
N (1.02074, 2.66327, -0.35372)  -0.438
H (-1.39003, -3.15189, -0.47679)  0.227
C (2.21509, -1.33443, -0.80551)  -0.814

The charge is +2. The value obtained for the highest occupied orbital energy is -17.5 eV. As for the spin multiplicity: 1. The calculation puts the HOMO-LUMO gap at 11.476 eV.

Verdict on stability: 2 comes out on top.

--- 1 ---
DFT (the ωB97M-V functional and the def2-TZVPD basis) results for a 2-piece molecular cluster, C2H8N2 overall.

Last column: Mulliken charge in e.
Cartesian coordinates (Å):
N (-1.71086, -0.05751, -0.48018)  -0.425
H (2.42544, -0.19498, -1.01066)  0.223
H (1.42724, -1.08236, -0.12697)  0.241
H (2.64229, 1.03791, 1.37670)  0.250
C (1.81085, 0.67249, 0.78416)  -0.621
H (1.52897, 1.50516, 0.12529)  0.242
H (0.85940, 0.41688, 1.24025)  0.255
H (-1.24678, -0.81468, -0.99260)  0.214
C (-2.95119, -0.28121, -0.35779)  -0.248
H (-3.63706, 0.55708, -0.24078)  0.238
N (2.22731, -0.47381, -0.05957)  -0.589
H (-3.37560, -1.28497, -0.25785)  0.220

The value obtained for the highest occupied orbital energy is -9.1 eV. As for the spin multiplicity: 1. The calculation puts the HOMO-LUMO gap at 10.164 eV. As for the SMILES: C=N.CN.

--- 2 ---
DFT (the ωB97M-V functional and the def2-TZVPD basis) results for one molecule with the formula C2H8N2.

Last column: Mulliken charge in e.
Cartesian coordinates (Å):
N (-1.46323, -0.50647, -0.23509)  -0.577
H (1.80690, 0.65142, -0.54331)  0.325
N (0.74820, 0.30913, 1.23575)  -0.492
C (1.00646, 0.00081, -0.16833)  -0.538
H (0.30555, 1.20641, 1.34361)  0.163
H (1.36568, -1.03666, -0.17596)  0.328
H (-2.14218, 0.16777, 0.10029)  0.218
H (1.51304, 0.18850, 1.87687)  0.180
H (-1.01436, -1.07427, 0.45911)  0.251
H (-0.19114, -0.56418, -1.83578)  0.259
C (-0.31060, 0.09266, -0.98556)  -0.436
H (-0.55273, 1.15329, -1.06764)  0.319

The value obtained for the highest occupied orbital energy is -8.8 eV. As for the spin multiplicity: 1. The calculation puts the HOMO-LUMO gap at 9.935 eV. As for the SMILES: NCCN.

--- 3 ---
DFT (the ωB97M-V functional and the def2-TZVPD basis) results for a 2-piece molecular cluster, C2H8N2 overall.

Last column: Mulliken charge in e.
Cartesian coordinates (Å):
H (-1.88575, -3.01888, 1.10349)  0.239
N (-1.45811, -2.08824, 1.37785)  -0.649
C (0.66042, 1.28393, -0.47975)  -0.025
H (-2.31791, -1.48014, 1.61807)  0.239
H (2.71672, 1.08570, -0.77823)  0.273
N (-0.07463, 0.25992, -1.11273)  -0.426
C (1.97587, 1.56138, -0.24880)  -0.701
H (-1.20405, -1.60163, 0.54723)  0.182
H (-1.07180, 0.15191, -1.03350)  0.237
H (2.20705, 2.13622, 0.60631)  0.228
H (0.26973, 0.10363, -2.08601)  0.213
H (0.18245, 1.60622, 0.48607)  0.191

The value obtained for the highest occupied orbital energy is -8.4 eV. As for the spin multiplicity: 1. The calculation puts the HOMO-LUMO gap at 9.215 eV. As for the SMILES: C=CN.N.

--- 4 ---
DFT (the ωB97M-V functional and the def2-TZVPD basis) results for a 2-piece molecular cluster, C2H8N2 overall.

Last column: Mulliken charge in e.
Cartesian coordinates (Å):
H (3.47406, -0.56914, -2.63977)  0.250
N (4.91982, -1.23059, -1.33999)  -0.473
H (-2.24540, -0.18906, 1.45649)  0.219
C (-3.70232, 1.24113, 1.34304)  -0.689
N (-2.78189, 0.39135, 2.07345)  -0.551
H (-2.08987, 0.93744, 2.54262)  0.217
H (-3.19426, 1.92080, 0.64569)  0.250
C (4.27403, -1.26632, -2.41637)  -0.224
H (-4.54627, 0.77245, 0.84542)  0.283
H (-4.18410, 1.93396, 2.04277)  0.270
H (4.42706, -1.99973, -3.21381)  0.197
H (5.64915, -1.94231, -1.33953)  0.251

The value obtained for the highest occupied orbital energy is -9.3 eV. As for the spin multiplicity: 1. The calculation puts the HOMO-LUMO gap at 10.447 eV. As for the SMILES: C=N.CN.

Verdict on stability: 2 comes out on top.

--- 1 ---
DFT (the ωB97M-V functional and the def2-TZVPD basis) results for a 2-piece molecular cluster, C4H9N2S overall.

Last column: Mulliken charge in e.
Cartesian coordinates (Å):
C (-1.39065, -2.54593, -0.48984)  -0.114
H (1.36499, -1.77785, 0.87175)  0.212
N (0.54913, -1.86432, 0.31192)  0.070
H (-2.05100, -3.31681, -0.70079)  0.414
H (0.85097, 4.17562, 0.54889)  0.318
H (-0.50917, 2.22953, 1.92435)  0.198
S (0.60581, 2.04654, 1.05259)  -0.306
N (-1.18730, -1.43063, -1.09754)  -0.288
C (0.07764, -0.94361, -0.64227)  -0.226
H (0.89456, -0.91213, -1.33556)  0.338
C (-0.26502, -2.87297, 0.36537)  0.062
H (1.37077, 3.50006, -0.77808)  0.309
H (-0.43357, 3.71698, -0.74389)  0.301
H (0.06650, 0.06361, -0.36017)  0.114
H (-0.40751, -3.55565, 1.23007)  0.358
C (0.46383, 3.48756, -0.15681)  -0.762

The charge is +1. The value obtained for the highest occupied orbital energy is -12.5 eV. As for the spin multiplicity: 1. The calculation puts the HOMO-LUMO gap at 6.665 eV.

--- 2 ---
DFT (the ωB97M-V functional and the def2-TZVPD basis) results for an isolated ion of composition C4H9N2S and charge +1.

Last column: Mulliken charge in e.
Cartesian coordinates (Å):
H (1.79857, 2.17147, -0.40313)  0.265
C (-1.29599, 0.93896, 0.47419)  -1.566
H (0.02728, -1.68321, -1.44697)  0.425
H (2.78147, 0.92353, 0.16162)  0.306
C (1.02217, 0.30396, -0.18871)  -0.105
S (-0.60694, -1.99264, 0.86661)  0.243
H (-2.39231, 0.76611, 0.34711)  0.355
C (-0.33306, 0.28797, -0.55590)  0.414
C (-0.67913, -1.21064, -0.79664)  -0.752
H (-1.72305, -1.44633, -1.22017)  0.397
N (1.93306, 1.19769, -0.28058)  -0.214
N (0.91730, -2.02166, 0.90954)  -0.359
H (1.37184, -1.80768, 1.80594)  0.284
H (-0.56050, 0.86016, -1.42603)  0.336
H (-1.16398, 1.94206, 0.30073)  0.464
H (-1.09673, 0.77024, 1.45238)  0.506

The charge is +1. The value obtained for the highest occupied orbital energy (spin up / spin down) is -12.5 / -13.3 eV. As for the spin multiplicity: 1. The calculation puts the HOMO-LUMO gap (spin up / spin down) at 6.815 / 8.292 eV.

Verdict on stability: 1 comes out on top.